Entry 1:
The following is a DFT calculation (the ωB97M-V functional and the def2-TZVPD basis) of C11H17NO in the gas phase in a non-equilibrium geometry.

Results
Relative energy (zero: lowest compared OMol25 entry of this formula, charge and spin) = 241.59 kJ/mol
Multiplicity = 1
E = -559.241719 hartree
LUMO energy = 0.832 eV

XYZ file:
```
30
Properties=species:S:1:pos:R:3:nbo_charge:R:1
C 3.07 -0.72 -0.78 -0.301
C 2.95 -0.54 0.64 -0.296
C 1.86 -0.44 -1.25 -0.062
C 1.65 -0.14 0.89 -0.080
C -2.73 -0.98 -0.11 0.444
C -0.80 -2.54 0.11 -0.623
C -0.55 1.83 1.41 -0.623
C -0.08 2.42 -0.90 -0.600
C -1.35 -1.13 0.40 -0.355
C -0.88 1.39 -0.04 -0.236
C -0.43 -0.06 -0.44 0.000
N 0.96 -0.14 -0.28 -0.384
O -3.13 -0.13 -0.83 -0.528
H 3.87 -1.01 -1.51 0.231
H 3.85 -0.62 1.23 0.225
H 1.55 -0.80 -2.18 0.202
H 1.00 -0.25 1.77 0.218
H -3.47 -1.74 0.08 0.119
H -1.14 -3.26 0.97 0.221
H -1.00 -2.94 -0.87 0.225
H 0.29 -2.42 0.25 0.237
H -0.95 2.75 1.60 0.215
H 0.49 1.96 1.62 0.217
H -1.04 1.24 2.19 0.187
H 0.90 2.36 -0.74 0.202
H -0.44 3.43 -0.92 0.213
H -0.27 1.98 -1.86 0.198
H -1.43 -0.71 1.43 0.247
H -1.94 1.40 -0.30 0.247
H -0.81 -0.21 -1.55 0.240
```

---

Entry 2:
The following is a DFT calculation (the ωB97M-V functional and the def2-TZVPD basis) of 3 unconnected molecules or ions with the total composition C3H12NO2 in a non-equilibrium geometry.

Results
Relative energy (zero: lowest compared OMol25 entry of this formula, charge and spin) = 329.53 kJ/mol
Multiplicity = 1
E = -326.387594 hartree
Total charge = +1
LUMO energy = -4.034 eV

XYZ file:
```
18
Properties=species:S:1:pos:R:3:nbo_charge:R:1
C 2.13 -0.61 -1.16 -0.680
C 1.21 -1.43 -0.37 -0.109
C 0.25 -0.98 0.45 -0.120
N 0.47 0.13 1.42 -0.734
H 1.56 0.14 -1.74 0.239
H 2.75 -0.18 -0.39 0.231
H 2.65 -1.18 -1.89 0.256
H 1.51 -2.52 -0.27 0.253
H -0.83 -1.35 0.43 0.241
H 0.36 1.01 0.96 0.459
H -0.39 0.31 2.06 0.492
H 1.31 0.01 2.00 0.450
H -1.76 1.48 0.49 0.507
H -2.28 2.39 1.61 0.520
O -1.42 1.88 1.35 -1.013
H -2.70 0.95 -1.99 0.491
H -2.38 -0.42 -1.74 0.483
O -2.45 0.36 -1.21 -0.966
```

---

Entry 3:
The following is a DFT calculation (the ωB97M-V functional and the def2-TZVPD basis) of a molecular structure, C21H29AsGaN7O2S.

Results
Multiplicity = 1
E = -5909.712321 hartree
Total charge = +2
LUMO energy = -6.801 eV

XYZ file:
```
62
Properties=species:S:1:pos:R:3:nbo_charge:R:1
Ga -0.38 0.60 0.04 1.607
O -0.26 -2.94 4.17 -0.645
C -1.12 -3.44 3.28 0.390
C -1.75 -4.64 3.63 -0.275
C -2.65 -5.23 2.78 -0.113
C -2.97 -4.65 1.55 -0.252
C -2.36 -3.48 1.19 -0.144
C -1.43 -2.85 2.04 -0.230
C -0.84 -1.61 1.60 0.618
O -1.15 -1.13 0.44 -0.801
N 0.01 -0.96 2.42 -0.466
N 0.43 0.18 1.84 -0.354
C 1.29 0.98 2.35 0.081
C 1.58 2.18 1.56 0.141
C 2.49 3.15 1.95 -0.199
C 2.68 4.25 1.12 -0.102
C 1.96 4.35 -0.06 -0.229
C 1.07 3.34 -0.38 0.094
N 0.89 2.28 0.41 -0.565
H 0.11 -2.11 3.82 0.506
H -1.50 -5.09 4.59 0.247
H -3.12 -6.16 3.08 0.235
H -3.68 -5.13 0.89 0.234
H -2.59 -3.01 0.24 0.229
H 1.77 0.77 3.30 0.238
H 3.03 3.04 2.88 0.253
H 3.38 5.02 1.40 0.256
H 2.08 5.19 -0.73 0.258
H 0.47 3.37 -1.29 0.230
C 2.94 -0.46 -5.63 -0.614
C 3.56 -1.30 -4.52 -0.233
C 4.39 -0.45 -3.57 -0.619
C 2.51 -2.13 -3.77 -0.214
N 1.58 -1.29 -2.99 -0.142
C 1.69 -0.78 -1.78 0.245
N 0.60 -0.05 -1.56 -0.484
N -0.17 -0.15 -2.67 -0.009
N 0.41 -0.88 -3.53 0.023
H 3.71 0.08 -6.17 0.236
H 2.24 0.28 -5.23 0.200
H 2.40 -1.08 -6.35 0.229
H 4.22 -2.05 -4.97 0.237
H 3.81 0.38 -3.15 0.187
H 5.23 0.01 -4.10 0.248
H 4.82 -1.03 -2.75 0.211
H 2.97 -2.82 -3.06 0.231
H 1.88 -2.69 -4.45 0.254
H 2.52 -0.93 -1.12 0.259
C -2.34 3.49 2.15 -0.962
As -3.23 2.13 1.14 1.490
C -4.97 2.72 0.62 -0.947
C -3.38 0.55 2.23 -0.960
S -2.21 1.69 -0.72 -0.522
H -3.01 3.87 2.92 0.273
H -2.05 4.30 1.48 0.267
H -1.45 3.07 2.62 0.250
H -5.52 3.04 1.50 0.269
H -5.47 1.89 0.13 0.274
H -4.86 3.55 -0.08 0.273
H -4.06 0.76 3.05 0.273
H -2.40 0.28 2.63 0.255
H -3.77 -0.26 1.61 0.278
```

---

Entry 4:
The following is a DFT calculation (the ωB97M-V functional and the def2-TZVPD basis) of 2 unconnected molecules or ions with the total composition H2N5O2 in a non-equilibrium geometry.

Results
Relative energy (zero: lowest compared OMol25 entry of this formula, charge and spin) = 101.08 kJ/mol
Multiplicity = 1
E = -425.304326 hartree
Total charge = -1
LUMO energy = 5.118 eV

XYZ file:
```
9
Properties=species:S:1:pos:R:3:nbo_charge:R:1
N -0.04 0.29 1.20 -0.172
N -0.37 -0.97 0.96 -0.165
N 0.32 -1.46 0.02 -0.141
N 0.82 0.64 0.31 0.305
N 1.11 -0.53 -0.45 0.277
O 1.46 1.67 0.05 -0.543
O 2.03 -0.61 -1.29 -0.559
H -2.88 0.28 -0.21 -0.004
H -2.45 0.69 -0.58 0.003
```

---

Entry 5:
The following is a DFT calculation (the ωB97M-V functional and the def2-TZVPD basis) of 14 unconnected molecules or ions with the total composition C5H38N2O14.

Results
Relative energy (zero: lowest compared OMol25 entry of this formula, charge and spin) = 0.00 kJ/mol
Multiplicity = 1
E = -1376.312279 hartree
LUMO energy = -0.084 eV

XYZ file:
```
59
Properties=species:S:1:pos:R:3:nbo_charge:R:1
C -0.39 0.81 0.02 -0.233
C -0.21 1.88 1.12 -0.228
C -0.97 1.50 2.39 -0.616
C -0.66 3.25 0.60 -0.606
N 0.88 0.12 -0.27 -0.641
C 1.11 -0.36 -1.51 0.815
N 2.17 -1.23 -1.64 -0.869
O 0.42 -0.05 -2.51 -0.791
H -1.12 0.07 0.34 0.195
H -0.77 1.27 -0.89 0.225
H 0.86 1.95 1.35 0.205
H -2.04 1.39 2.19 0.212
H -0.85 2.24 3.17 0.204
H -0.63 0.52 2.74 0.213
H -0.59 4.02 1.36 0.210
H -1.71 3.21 0.30 0.184
H -0.08 3.56 -0.26 0.230
H 1.32 -0.31 0.54 0.446
H 3.01 -0.98 -1.09 0.450
H 2.40 -1.42 -2.60 0.397
H 3.87 1.28 -0.67 0.504
H 3.97 0.22 0.54 0.513
O 4.13 0.37 -0.42 -1.027
H -2.29 -1.63 1.62 0.502
H -2.02 -2.58 2.82 0.485
O -1.80 -1.71 2.47 -0.982
H 2.56 -0.86 2.26 0.508
H 3.04 0.50 2.87 0.506
O 3.20 -0.13 2.14 -1.022
H -0.71 -1.23 -2.99 0.522
H -1.42 -2.13 -4.06 0.497
O -1.52 -1.78 -3.15 -1.008
H 2.07 2.12 -0.42 0.471
H 2.39 2.98 -1.62 0.504
O 2.71 2.76 -0.74 -0.966
H -4.05 2.16 0.50 0.479
H -3.91 1.12 -0.67 0.496
O -4.35 1.29 0.18 -0.982
H 1.70 2.39 3.76 0.481
H 1.18 0.95 3.94 0.486
O 1.97 1.51 4.00 -0.945
H 0.98 -2.50 1.55 0.506
H -0.01 -1.63 2.33 0.502
O 0.96 -1.77 2.23 -1.046
H -1.56 -2.87 -1.67 0.502
H -2.21 -2.77 -0.25 0.495
O -1.53 -3.25 -0.77 -0.999
H 1.47 -3.02 -0.38 0.483
H 0.06 -3.58 -0.06 0.510
O 1.00 -3.61 0.21 -0.984
H -4.13 -0.04 -2.68 0.490
H -2.67 -0.51 -2.55 0.522
O -3.35 0.10 -2.14 -1.000
H -3.34 -1.00 -0.63 0.505
H -3.98 -0.82 0.73 0.514
O -3.46 -1.47 0.23 -1.008
H 0.16 3.12 -3.23 0.479
H 0.66 1.72 -2.74 0.504
O 0.88 2.67 -2.79 -0.997
```

---

Entry 6:
The following is a DFT calculation (the ωB97M-V functional and the def2-TZVPD basis) of C3H2N4O in the gas phase in a non-equilibrium geometry.

Results
Relative energy (zero: lowest compared OMol25 entry of this formula, charge and spin) = 375.74 kJ/mol
Multiplicity = 1
E = -409.585087 hartree
LUMO energy = -0.639 eV

XYZ file:
```
10
Properties=species:S:1:pos:R:3:nbo_charge:R:1
C -0.95 -0.30 -0.06 0.354
C 0.49 -0.57 -0.03 0.037
C 4.12 0.72 0.02 0.251
N 0.84 -1.81 0.08 0.050
N 1.60 0.51 0.04 -0.459
N 2.95 0.54 -0.02 -0.364
N 1.05 -2.92 0.00 0.086
O -1.43 0.80 -0.09 -0.531
H -1.70 -1.17 -0.08 0.149
H 1.22 1.47 0.40 0.428
```

---

Entry 7:
The following is a DFT calculation (the ωB97M-V functional and the def2-TZVPD basis) of 13 unconnected molecules or ions with the total composition C50H132N6O26 in a non-equilibrium geometry.

Results
Relative energy (zero: lowest compared OMol25 entry of this formula, charge and spin) = 720.30 kJ/mol
Multiplicity = 1
E = -4268.225363 hartree
LUMO energy = 0.247 eV

XYZ file:
```
214
Properties=species:S:1:pos:R:3:mulliken_charge:R:1
C 0.43 2.47 6.28 -0.500
C 1.49 3.59 6.23 -0.399
O 2.73 3.05 5.89 -0.559
O 0.46 1.79 5.03 -0.382
H -0.57 2.88 6.46 0.289
H 0.62 1.65 6.96 0.369
H 1.60 3.79 7.29 0.409
H 1.26 4.42 5.56 0.276
H 3.38 3.70 6.18 0.280
H 1.31 2.22 4.95 0.247
C 2.35 -3.20 2.59 0.150
C 1.98 -3.31 4.10 -0.262
O 2.81 -4.30 4.76 -0.582
O 1.41 -3.95 1.89 -0.406
H 3.34 -3.64 2.40 0.333
H 2.46 -2.16 2.31 -0.038
H 0.92 -3.53 4.26 0.043
H 2.23 -2.37 4.59 0.249
H 2.29 -5.03 5.10 0.311
H 1.47 -3.89 0.94 0.264
C 3.79 -4.62 -1.86 -0.354
C 2.91 -4.77 -3.22 -0.166
O 3.53 -4.02 -4.21 -0.452
O 2.81 -4.45 -0.75 -0.445
H 4.27 -3.64 -1.84 0.059
H 4.38 -5.46 -1.51 0.337
H 1.91 -4.52 -2.88 0.186
H 2.79 -5.82 -3.51 0.308
H 4.46 -4.23 -4.28 0.288
H 2.38 -5.31 -0.77 0.248
C -2.44 -1.43 6.25 0.073
C -1.02 -1.79 5.74 0.022
O -0.09 -1.11 6.49 -0.550
O -2.78 -2.27 7.34 -0.582
H -3.18 -1.44 5.46 -0.285
H -2.62 -0.39 6.53 0.350
H -0.90 -1.47 4.71 0.030
H -0.91 -2.87 5.62 0.323
H -0.07 -0.24 6.07 0.208
H -2.39 -1.92 8.14 0.333
C -1.37 -2.93 -5.56 -0.589
C -0.04 -3.33 -5.00 0.001
O 0.98 -3.56 -5.99 -0.575
O -1.24 -1.65 -6.09 -0.499
H -2.13 -2.83 -4.78 0.318
H -1.58 -3.64 -6.36 0.357
H -0.12 -4.18 -4.32 0.273
H 0.27 -2.55 -4.31 0.106
H 1.79 -3.14 -5.71 0.317
H -0.69 -1.75 -6.88 0.305
C -4.16 -0.11 2.60 0.241
C -5.49 -0.07 3.38 -0.460
O -5.97 -1.33 3.74 -0.601
O -3.24 0.90 3.14 -0.398
H -4.31 0.01 1.53 -0.281
H -3.67 -1.06 2.82 0.495
H -6.20 0.52 2.79 0.252
H -5.35 0.36 4.37 0.239
H -5.37 -1.75 4.35 0.337
H -3.26 1.69 2.60 0.131
C -0.14 1.38 0.81 -0.252
C 0.03 -0.18 0.85 -0.354
O 0.71 -0.77 -0.21 -0.099
O -1.38 1.70 0.19 -0.435
H 0.67 1.75 0.19 0.198
H -0.19 1.97 1.72 0.259
H -0.96 -0.61 1.00 0.321
H 0.55 -0.37 1.78 0.006
H 1.51 -0.27 -0.36 0.132
H -1.33 1.29 -0.67 0.387
C -0.47 0.39 -2.92 -0.720
O -1.68 0.85 -2.32 -0.632
C -2.70 -0.11 -2.54 -0.818
C -4.09 0.24 -1.84 -0.025
N -5.13 0.36 -2.87 -0.435
C -6.51 0.59 -2.27 -0.314
C -7.63 0.61 -3.40 -0.718
O -7.94 1.98 -3.65 -0.367
C -9.16 2.53 -3.17 -0.662
H -0.27 -0.65 -2.65 0.221
H 0.45 0.85 -2.58 0.239
H -0.78 0.60 -3.95 0.422
H -2.34 -1.00 -2.02 0.204
H -2.80 -0.50 -3.55 0.578
H -4.00 1.25 -1.44 0.005
H -4.36 -0.45 -1.04 0.379
H -4.91 1.18 -3.43 0.275
H -6.50 1.54 -1.74 0.250
H -6.75 -0.20 -1.57 0.354
H -8.52 0.03 -3.16 0.368
H -7.21 0.22 -4.32 0.350
H -9.10 3.60 -3.39 0.230
H -9.13 2.34 -2.10 0.284
H -10.01 2.02 -3.61 0.295
C 8.96 6.34 5.84 -0.718
O 7.78 6.86 5.13 -0.363
C 6.85 7.64 5.91 -0.605
C 5.94 6.81 6.83 -0.742
N 5.03 5.91 6.09 -0.300
C 3.64 6.48 5.84 -0.599
C 3.24 6.58 4.29 -0.680
O 2.68 5.39 3.86 -0.081
C 2.36 5.25 2.51 -0.682
H 9.67 5.95 5.11 0.248
H 8.64 5.54 6.51 0.289
H 9.27 7.07 6.58 0.333
H 6.13 8.10 5.23 0.382
H 7.31 8.37 6.58 0.389
H 5.40 7.64 7.28 0.267
H 6.39 6.27 7.66 0.435
H 5.48 5.76 5.20 0.278
H 3.53 7.33 6.51 0.389
H 2.99 5.76 6.33 0.218
H 4.11 6.75 3.65 0.459
H 2.49 7.36 4.13 0.412
H 1.76 4.35 2.37 0.074
H 3.26 5.32 1.89 0.305
H 1.65 6.03 2.23 0.351
C 4.83 2.26 -1.20 -0.835
O 4.28 1.17 -0.45 -0.045
C 5.13 0.39 0.28 -0.613
C 6.08 -0.49 -0.62 -0.131
N 6.70 -1.46 0.31 -0.231
C 7.74 -0.87 1.19 -0.735
C 9.17 -0.52 0.67 -0.516
O 9.96 -1.76 0.42 -0.375
C 9.96 -2.60 1.55 -0.815
H 5.16 2.02 -2.22 0.187
H 5.68 2.76 -0.76 0.384
H 3.95 2.86 -1.42 0.237
H 4.47 -0.27 0.84 0.141
H 5.76 1.00 0.94 0.396
H 6.68 0.11 -1.30 0.241
H 5.35 -1.05 -1.22 -0.037
H 7.20 -2.01 -0.37 0.291
H 7.73 -1.54 2.06 0.511
H 7.28 -0.01 1.68 0.263
H 9.66 0.11 1.42 0.339
H 8.99 0.08 -0.22 0.381
H 10.94 -3.08 1.64 0.301
H 9.21 -3.39 1.56 0.281
H 10.02 -2.05 2.48 0.345
C -4.41 4.70 0.76 -0.537
O -5.67 4.39 1.36 -0.336
C -5.92 3.21 2.19 -0.127
C -7.20 3.43 2.97 -0.824
N -8.38 3.37 2.20 -0.238
C -9.45 4.31 2.56 -0.660
C -10.73 3.93 1.85 -0.422
O -11.79 4.73 2.40 -0.338
C -12.99 4.06 2.72 -0.721
H -3.55 4.58 1.42 0.274
H -4.61 5.67 0.31 0.289
H -4.10 3.90 0.09 0.072
H -5.15 2.98 2.93 0.370
H -5.95 2.25 1.67 0.175
H -7.25 4.36 3.53 0.416
H -7.28 2.54 3.61 0.282
H -8.07 3.67 1.29 0.217
H -9.29 5.38 2.59 0.334
H -9.64 4.03 3.60 0.319
H -10.84 2.86 2.04 0.403
H -10.69 4.04 0.77 0.239
H -12.95 3.42 3.60 0.297
H -13.40 3.48 1.89 0.311
H -13.75 4.84 2.86 0.260
C -1.99 -5.22 0.67 -0.461
O -2.27 -6.41 0.00 -0.344
C -3.70 -6.69 -0.18 -0.651
C -3.89 -7.20 -1.63 -0.366
N -5.00 -8.11 -1.82 -0.383
C -6.28 -7.65 -2.37 -0.746
C -7.09 -8.77 -3.01 -0.468
O -6.20 -9.41 -3.85 -0.370
C -6.79 -10.32 -4.67 -0.834
H -0.90 -5.30 0.63 0.118
H -2.28 -5.23 1.72 0.308
H -2.38 -4.37 0.12 0.259
H -4.30 -5.79 -0.06 0.298
H -4.01 -7.29 0.67 0.355
H -3.05 -7.87 -1.81 0.349
H -3.96 -6.38 -2.35 0.279
H -4.91 -8.75 -2.60 0.321
H -6.18 -6.83 -3.08 0.296
H -6.61 -7.33 -1.38 0.413
H -7.91 -8.29 -3.55 0.378
H -7.62 -9.46 -2.35 0.343
H -6.86 -11.33 -4.28 0.313
H -6.02 -10.49 -5.42 0.278
H -7.65 -9.96 -5.23 0.314
C 4.81 0.27 -4.53 -0.605
O 5.77 0.91 -5.30 -0.320
C 7.03 0.24 -5.43 -0.474
C 7.63 0.85 -6.76 -0.901
N 6.77 0.47 -7.97 -0.268
C 7.32 1.00 -9.23 -0.510
C 6.40 0.61 -10.51 -0.700
O 5.32 1.44 -10.81 -0.413
C 4.31 1.53 -9.81 -0.638
H 4.45 -0.67 -4.96 0.416
H 3.95 0.91 -4.32 0.365
H 5.01 0.06 -3.48 -0.042
H 7.12 -0.84 -5.53 0.338
H 7.67 0.50 -4.58 0.363
H 8.62 0.45 -7.00 0.450
H 7.80 1.93 -6.70 0.350
H 5.79 0.62 -7.80 0.230
H 8.34 0.62 -9.18 0.447
H 7.32 2.09 -9.24 0.297
H 6.08 -0.42 -10.39 0.431
H 7.16 0.40 -11.27 0.404
H 3.44 1.87 -10.36 0.230
H 4.62 2.24 -9.04 0.216
H 4.10 0.52 -9.47 0.342
```